{
  "formula": "C5H11N",
  "method": "the ωB97M-V functional and the def2-TZVPD basis",
  "elements": ["N", "C", "C", "C", "C", "C", "H", "H", "H", "H", "H", "H", "H", "H", "H", "H", "H"],
  "positions_angstrom": [[-1.27709, 0.44752, -0.64205], [-2.59195, -0.07001, -0.16881], [2.52607, -0.36647, 0.37257], [-0.52428, 1.12820, 0.36598], [1.28442, -0.47428, -0.50574], [0.03055, -0.25295, 0.29500], [-3.22106, -0.15735, -1.05728], [2.45170, -1.05679, 1.22001], [1.33645, 0.21073, -1.36056], [2.64095, 0.64713, 0.76943], [-0.73997, -0.88885, -0.20058], [-2.55509, -1.06107, 0.31984], [-1.03902, 1.49625, 1.25097], [3.41949, -0.62148, -0.20529], [-3.06043, 0.61429, 0.54798], [0.09488, 1.90165, -0.10424], [1.22440, -1.49651, -0.89725]],
  "atomic_forces_ev_per_a": [[-0.2, 1.0, -0.5], [0.1, 0.2, -0.1], [0.0, 0.0, 0.0], [-0.4, 0.3, 0.1], [0.2, -0.1, -0.2], [-0.5, -0.1, -1.5], [0.0, 0.0, 0.2], [0.1, 0.1, -0.1], [0.1, 0.0, 0.1], [0.0, -0.1, 0.0], [0.3, -1.4, 2.0], [0.2, 0.3, -0.1], [-0.1, -0.2, 0.1], [-0.1, 0.1, 0.1], [0.1, 0.0, -0.2], [0.1, -0.3, 0.4], [0.1, 0.2, -0.1]],
  "nbo_charge": [-0.361, -0.457, -0.599, -0.275, -0.442, -0.191, 0.214, 0.209, 0.204, 0.202, 0.292, 0.199, 0.190, 0.211, 0.194, 0.210, 0.200],
  "smiles": "CC[C@H]1CN1C",
  "relative_energy_kcal_mol": 94.5,
  "e_tot_ev": -6849.43126,
  "gap_ev": 9.7,
  "total_charge": 0
}